Record 1
Here is one molecule with the formula C17H24N2O3S from OMol25. Energies are from ωB97M-V/def2-TZVPD.

structure (SMILES)	COCCC(=O)Nc1ccc2c(c1)CN(C(=O)CCSC)CC2
orbital gap	0.3292	Ha
charge	0
maximum force	0.6	eV/A

```
47
Properties=species:S:1:pos:R:3:forces:R:3:mulliken_charge:R:1
C -0.1990 3.2753 -4.9665 -0.11 -0.08 -0.10 -0.797
H -0.0825 2.2264 -5.2640 -0.03 0.03 0.00 0.340
O 0.7857 3.6508 -4.0362 0.14 0.15 0.21 -0.394
C 2.1035 3.5386 -4.5413 0.20 0.10 -0.12 -0.515
C 3.1003 3.9169 -3.4477 -0.12 -0.22 -0.12 -0.906
C 3.2582 2.8413 -2.3749 -0.03 0.46 -0.36 0.655
O 4.3424 2.4167 -2.0420 0.26 -0.14 0.10 -0.644
N 2.0645 2.4550 -1.8561 -0.47 0.12 -0.07 -0.093
C 1.7970 1.4852 -0.8905 -0.03 -0.28 0.30 0.693
C 0.4636 1.2240 -0.5904 0.16 -0.04 0.04 -0.556
C 0.1137 0.2730 0.3553 0.17 0.00 0.02 0.614
C 1.1112 -0.4317 1.0237 0.02 -0.03 0.02 0.629
C 2.4408 -0.1653 0.7209 -0.25 0.05 -0.06 -1.165
C 2.7938 0.7787 -0.2217 0.21 0.03 -0.04 -0.611
H 3.8285 0.9732 -0.4464 0.03 0.02 -0.01 0.566
H 3.2164 -0.7113 1.2380 0.11 -0.05 0.06 0.424
C 0.7510 -1.4740 2.0470 -0.18 0.02 0.11 -0.845
C -0.6644 -1.2295 2.5719 0.36 -0.29 0.14 -0.910
N -1.5744 -1.1361 1.4556 0.21 0.48 -0.05 0.189
C -2.4216 -2.0863 0.9956 -0.05 -0.45 0.14 0.846
O -3.0709 -1.9237 -0.0207 -0.27 -0.10 -0.26 -0.695
C -2.5847 -3.3473 1.8323 -0.09 0.13 -0.19 -0.693
C -3.5708 -3.0866 2.9653 0.03 -0.52 0.36 -0.564
H -3.2459 -2.2730 3.6156 -0.05 0.09 -0.06 0.267
H -4.5499 -2.8405 2.5565 0.02 0.10 0.00 0.362
S -3.8468 -4.5518 4.0162 0.08 0.18 0.01 -0.077
C -2.2952 -4.5574 4.9613 -0.40 0.09 -0.42 -0.776
H -2.1678 -3.5987 5.4571 0.09 0.03 0.10 0.238
H -1.4551 -4.7708 4.3063 0.14 -0.01 0.06 0.240
H -2.3880 -5.3452 5.7009 0.06 -0.05 0.09 0.343
H -2.9999 -4.1147 1.1771 0.11 0.10 0.03 0.414
H -1.6266 -3.7016 2.2124 0.00 -0.03 0.04 0.198
C -1.3462 0.0451 0.6495 -0.31 0.20 -0.23 -1.666
H -1.9084 -0.0829 -0.2793 0.09 0.08 0.18 0.528
H -1.7507 0.9236 1.1731 0.00 -0.07 -0.08 0.287
H -0.9622 -2.0138 3.2645 -0.06 0.05 -0.01 0.403
H -0.6928 -0.2733 3.1077 -0.02 -0.10 0.04 0.295
H 1.4676 -1.4575 2.8706 0.01 -0.03 0.00 0.466
H 0.7975 -2.4648 1.5829 -0.02 -0.05 0.11 0.253
H -0.3156 1.7686 -1.1059 -0.11 0.09 -0.09 0.453
H 1.2465 2.8789 -2.2834 0.20 -0.05 0.01 0.152
H 2.7627 4.8396 -2.9709 0.03 0.06 -0.04 0.311
H 4.0806 4.0902 -3.8910 -0.04 -0.04 0.09 0.353
H 2.2862 2.5095 -4.8869 -0.02 0.09 0.01 0.375
H 2.2232 4.2125 -5.4028 -0.02 -0.09 0.09 0.456
H -0.1549 3.9039 -5.8630 -0.01 -0.01 0.02 0.312
H -1.1606 3.4107 -4.4757 -0.03 -0.03 -0.09 0.249
```
Positions in Å, forces in eV/Å.



Record 2
Here is one molecule with the formula C17H24N2O4 from OMol25. Energies are from ωB97M-V/def2-TZVPD.

structure (SMILES)	CCOC(=O)N1CCC(C(=O)Nc2ccc(OCC)cc2)CC1
orbital gap	0.3152	Ha
charge	0
maximum force	0.7	eV/A

```
47
Properties=species:S:1:pos:R:3:forces:R:3:mulliken_charge:R:1
C -7.9238 -0.7419 0.2970 0.41 -0.01 0.12 -1.116
C -6.7149 -1.2422 1.0750 -0.41 -0.36 -0.09 -0.275
H -6.4637 -2.2613 0.7628 -0.03 0.15 0.14 0.323
H -6.9008 -1.2170 2.1511 0.05 -0.03 -0.12 0.314
O -5.5796 -0.4028 0.8800 0.26 0.22 -0.13 -0.395
C -4.8741 -0.6235 -0.2564 -0.03 0.03 0.11 0.661
O -5.1254 -1.4993 -1.0529 -0.25 -0.34 -0.16 -0.663
N -3.8538 0.2503 -0.3795 0.07 0.03 0.12 0.264
C -2.9844 0.1941 -1.5298 0.10 -0.26 -0.27 -1.259
C -1.5473 -0.1331 -1.1064 -0.22 0.04 -0.04 -0.611
H -0.8711 0.1833 -1.9030 0.04 -0.05 -0.02 0.387
H -1.4449 -1.2126 -0.9856 0.03 -0.03 -0.07 0.362
C -1.1878 0.5820 0.2157 0.05 0.43 -0.03 0.716
C 0.2632 1.0651 0.1640 -0.51 -0.47 0.21 0.053
O 0.5646 2.2364 0.1214 0.12 0.31 -0.06 -0.687
N 1.1482 0.0316 0.1512 -0.02 -0.37 0.03 -0.059
C 2.5462 0.0673 0.0440 0.35 -0.03 -0.04 0.548
C 3.2294 -1.1425 0.0123 -0.18 0.24 0.01 -1.154
C 4.6081 -1.1848 -0.0934 0.33 0.00 -0.04 -0.234
C 5.3360 -0.0024 -0.1727 -0.23 0.17 0.01 0.700
C 4.6460 1.2112 -0.1402 0.25 -0.33 0.00 -0.724
C 3.2736 1.2527 -0.0332 -0.09 0.08 0.01 -0.340
H 2.7576 2.1972 -0.0097 -0.01 0.03 0.00 0.523
H 5.2179 2.1231 -0.2042 0.06 0.12 -0.01 0.399
O 6.6879 0.0954 -0.3045 -0.10 0.21 0.00 -0.460
C 7.4887 -1.0668 -0.2506 0.23 -0.32 0.16 -0.438
C 7.6736 -1.5893 1.1715 -0.16 0.22 -0.32 -1.033
H 8.1078 -0.8115 1.7945 0.05 0.04 0.07 0.300
H 8.3387 -2.4485 1.1633 0.07 -0.11 0.03 0.353
H 6.7207 -1.8828 1.6051 -0.04 -0.06 0.07 0.336
H 7.0837 -1.8490 -0.9050 0.04 0.10 0.00 0.334
H 8.4536 -0.7485 -0.6554 -0.15 -0.11 -0.01 0.311
H 5.0929 -2.1479 -0.1179 0.08 -0.06 0.01 0.338
H 2.6784 -2.0716 0.0708 -0.05 -0.09 0.01 0.304
H 0.7616 -0.9012 0.1895 -0.07 0.21 0.01 0.179
C -2.1285 1.7615 0.4563 0.06 -0.23 0.07 -1.161
H -2.0448 2.4599 -0.3760 0.03 0.06 0.03 0.304
C -3.5609 1.2612 0.6188 -0.07 0.26 0.32 -0.580
H -3.6945 0.8147 1.6084 0.04 0.13 -0.08 0.417
H -4.2693 2.0943 0.5300 0.07 -0.04 0.10 0.231
H -1.8257 2.2956 1.3570 -0.05 0.07 -0.07 0.415
H -1.2934 -0.1184 1.0518 0.03 0.00 -0.03 0.315
H -3.3738 -0.5766 -2.1968 0.06 0.19 0.03 0.481
H -3.0175 1.1567 -2.0499 0.01 -0.08 -0.03 0.339
H -8.1470 0.2872 0.5688 -0.07 0.08 0.03 0.292
H -8.7852 -1.3649 0.5200 -0.13 -0.05 0.01 0.381
H -7.7186 -0.7909 -0.7695 -0.04 -0.01 -0.07 0.309
```
Positions in Å, forces in eV/Å.



Record 3
Here is C17H24N3O2PTc as an isolated structure at a distorted geometry from OMol25. Energies are from ωB97M-V/def2-TZVPD.

orbital gap (spin up / spin down)	0.2281 / 0.0667	Ha
2S+1	4
charge	+4
maximum force	7.2	eV/A

```
48
Properties=species:S:1:pos:R:3:forces:R:3:lowdin_spin:R:1
N -1.1266 4.5208 -0.1491 1.86 0.30 0.24 0.001
C -0.1519 5.1530 -0.0490 -1.75 -0.65 -0.18 0.000
C 1.0215 6.0081 0.0291 0.37 0.23 -0.03 0.000
H 0.7368 7.0664 0.0454 -0.11 -0.23 0.00 0.000
H 1.6370 5.8422 -0.8631 -0.04 0.08 0.24 0.000
H 1.6011 5.8016 0.9376 -0.14 0.02 -0.25 0.000
N 5.5383 -1.3282 -0.4878 -0.09 4.09 0.28 0.539
C 5.5086 -2.4885 -0.5788 0.81 -6.10 -0.34 0.283
C 5.5781 -3.9398 -0.6343 -1.59 1.66 -0.13 0.098
H 6.2505 -4.2540 -1.4516 0.62 -0.05 0.03 0.041
H 4.5735 -4.3553 -0.8174 0.34 0.09 0.09 -0.001
H 5.9725 -4.3031 0.3337 0.54 -0.11 0.06 0.041
N -3.3890 -2.7835 -1.0625 -0.71 0.07 0.99 0.001
C -4.3492 -3.1159 -0.4992 0.75 0.13 -0.79 0.000
C -5.5840 -3.5903 0.1317 -0.11 -0.01 0.16 0.000
H -5.3483 -4.3196 0.9194 -0.05 0.21 -0.26 0.000
H -6.2213 -4.0745 -0.6195 0.22 0.12 0.13 0.000
H -6.1423 -2.7524 0.5734 0.22 -0.23 -0.17 0.000
Tc 0.7099 -0.1276 0.0081 -0.50 -0.21 -5.14 1.534
C 1.3130 -1.5819 1.0787 2.11 -4.95 4.83 0.034
O 1.6793 -2.4113 1.8178 -1.60 3.58 -3.53 0.089
C 2.0009 0.9957 0.8932 4.35 3.86 4.22 0.017
O 2.7465 1.6315 1.5323 -3.49 -2.95 -3.29 0.072
C 1.0505 1.1071 -2.1409 0.36 0.22 0.09 0.010
C -0.3499 1.0542 -2.1019 -0.41 0.24 0.45 0.016
C -0.9950 -0.1950 -1.9814 -0.33 0.25 -0.09 0.010
C -0.2708 -1.3854 -2.1563 -0.50 -0.29 0.32 0.029
C 1.1162 -1.3391 -2.3101 0.87 0.11 0.32 -0.005
C 1.7872 -0.1000 -2.2237 0.35 -0.19 -0.21 0.015
H 1.5643 2.0729 -2.1815 -0.15 -0.32 -0.03 0.001
H -0.9361 1.9735 -2.1835 0.14 -0.14 0.31 0.001
H -2.0771 -0.2668 -1.8660 0.18 -0.01 -0.15 0.001
H -0.8336 -2.3135 -2.2487 0.05 -0.04 0.28 0.001
H 1.6803 -2.2578 -2.5018 -0.22 0.31 0.11 0.000
H 2.8783 -0.0603 -2.3351 -0.45 0.04 0.10 0.004
C -0.4799 1.8591 2.6536 1.25 -0.27 -0.05 0.043
P -0.9018 0.4958 1.5122 -2.96 1.97 1.78 0.053
C -1.5710 -0.9162 2.4175 0.56 -0.79 -0.26 0.040
C -2.2708 1.3472 0.6608 -0.01 -0.31 -0.89 0.021
H 0.3290 1.5417 3.3145 -0.12 0.17 0.23 0.000
H -1.3640 2.1588 3.2261 -0.04 -0.29 -0.13 0.005
H -0.1419 2.7090 2.0514 -0.15 0.00 0.06 -0.001
H -2.3803 -0.6044 3.0814 0.03 0.30 -0.02 0.007
H -1.9678 -1.6483 1.7062 -0.07 0.03 0.01 -0.001
H -0.7803 -1.4016 3.0023 -0.23 0.13 0.07 -0.001
H -3.0155 1.5907 1.4280 0.10 -0.07 -0.05 0.000
H -1.9117 2.2804 0.1943 -0.05 -0.10 0.29 0.000
H -2.7132 0.7048 -0.1056 -0.19 0.11 0.30 0.000
```
Positions in Å, forces in eV/Å.



Record 4
Here is C17H24N4O15P2PtS2 as an isolated structure from OMol25. Energies are from ωB97M-V/def2-TZVPD.

orbital gap (spin up / spin down)	0.1901 / 0.2472	Ha
2S+1	3
charge	-2
maximum force	0.6	eV/A

```
65
Properties=species:S:1:pos:R:3:forces:R:3:lowdin_spin:R:1
Pt 1.3784 0.2827 -1.0751 -0.25 -0.04 -0.53 0.820
C -1.2348 1.0709 2.7854 0.04 0.13 0.15 0.000
C -0.0620 1.6468 2.0390 0.10 0.01 -0.04 -0.001
C 1.0554 0.8610 1.7879 -0.16 0.01 0.01 -0.004
C 2.1547 1.3696 1.0951 0.08 0.14 0.30 -0.001
C 2.1362 2.7202 0.7399 0.15 -0.02 -0.12 -0.005
C 1.0183 3.5152 0.9472 -0.09 -0.02 0.02 0.000
C -0.0720 2.9772 1.6026 0.00 -0.13 0.00 -0.003
S 3.5389 3.3897 -0.0446 -0.19 0.11 0.00 -0.001
O 3.4231 4.8351 -0.0754 0.09 -0.03 0.01 0.000
O 4.7020 2.7810 0.5275 -0.01 0.04 -0.08 -0.001
N 3.4765 2.9398 -1.6499 0.08 -0.17 0.10 0.006
C 4.4359 0.7691 -1.9594 0.03 0.17 -0.06 0.004
C 4.2655 -0.6679 -1.4467 0.05 -0.11 -0.03 0.006
O 5.2762 -1.3503 -1.6060 -0.02 -0.03 0.04 0.003
O 3.1720 -1.0249 -0.9098 -0.05 0.05 0.06 0.049
H -1.0713 1.1361 3.8639 -0.02 -0.01 0.01 0.000
H -1.3910 0.0177 2.5569 0.05 -0.05 -0.04 0.000
H -2.1527 1.6167 2.5636 -0.01 0.00 0.00 0.000
H 1.0736 -0.1754 2.0988 -0.02 -0.03 0.02 0.000
H 3.0602 0.7860 1.0012 -0.01 -0.02 -0.04 0.000
H 1.0129 4.5365 0.5960 -0.01 0.03 -0.01 0.000
H -0.9533 3.5860 1.7618 -0.02 0.01 0.01 0.000
H 5.2415 1.2327 -1.3949 0.00 0.01 -0.04 0.000
H 4.6750 0.7483 -3.0222 -0.03 0.07 0.02 0.001
O 3.6069 5.2788 -2.7106 -0.09 -0.02 0.20 0.001
P 3.0232 3.8507 -3.0392 -0.02 -0.06 0.00 0.001
O 3.5650 3.2457 -4.2495 0.00 -0.03 0.01 0.000
O 3.2313 1.5653 -1.7736 0.15 -0.03 -0.02 0.027
O 1.4736 4.0494 -2.9740 0.03 0.12 0.06 0.001
P 0.1536 3.0153 -2.9789 -0.09 -0.25 0.07 0.005
O 0.5513 2.0003 -4.1623 -0.08 0.18 -0.24 -0.001
O -1.0036 3.8555 -3.3354 0.07 0.02 0.01 0.003
O 0.2297 2.2418 -1.7037 -0.04 0.08 0.00 0.039
H 3.4874 5.4904 -1.7584 0.06 -0.04 -0.15 0.000
H 0.3446 2.4044 -5.0181 0.09 -0.13 0.22 0.000
C -1.9278 -4.8450 3.3279 0.03 0.09 -0.05 0.000
C -2.2977 -3.9855 2.1255 -0.26 -0.07 0.41 0.003
S -3.6601 -2.9364 2.5425 0.34 -0.09 0.16 0.000
O -3.3357 -2.1832 3.7409 -0.11 0.05 -0.09 0.000
O -4.8647 -3.7361 2.5482 -0.15 0.00 -0.02 0.000
C -3.8053 -1.7380 1.2197 -0.01 -0.11 0.04 0.001
C -3.5472 -2.2084 -0.2132 -0.01 -0.01 -0.21 0.003
N -2.1473 -2.1200 -0.6153 -0.09 -0.03 0.22 0.026
C -1.4798 -0.9260 -0.7021 -0.10 0.01 -0.24 0.053
N -0.2123 -1.1317 -0.9708 0.21 -0.03 0.21 0.045
C -0.0079 -2.4949 -1.0428 -0.10 0.12 -0.04 0.123
C -1.2082 -3.1306 -0.8403 -0.05 0.03 0.20 0.009
N -1.4628 -4.4828 -0.7888 0.14 0.00 0.14 0.301
O -0.4533 -5.2632 -0.7935 -0.04 -0.02 -0.09 0.273
O -2.6737 -4.9082 -0.5817 -0.20 -0.04 -0.38 0.183
C -2.1470 0.4020 -0.6017 0.10 -0.05 0.16 0.009
H -1.1060 -5.5013 3.0448 0.00 0.00 -0.01 0.000
H -2.7710 -5.4615 3.6379 -0.02 -0.01 -0.01 0.000
H -1.6201 -4.2275 4.1696 0.04 0.00 0.06 0.000
H -2.6464 -4.5857 1.2805 0.12 0.00 -0.13 0.003
H -1.4806 -3.3442 1.8079 0.17 0.09 -0.03 0.000
H -3.1665 -0.9044 1.5002 0.00 0.03 -0.02 0.000
H -4.8487 -1.4375 1.3345 0.01 0.10 -0.06 0.000
H -4.1150 -1.5498 -0.8757 -0.03 -0.09 0.03 0.001
H -3.8725 -3.2344 -0.3792 0.07 0.02 0.04 0.000
H 0.9585 -2.9198 -1.2325 0.04 -0.03 0.01 0.011
H -3.1619 0.3592 -0.9963 -0.01 0.06 -0.05 0.001
H -1.5650 1.1324 -1.1543 0.07 0.08 -0.12 0.001
H -2.1964 0.7649 0.4290 -0.06 -0.08 -0.08 0.003
```
Positions in Å, forces in eV/Å.



Record 5
Here is C17H24N4OS3W as an isolated structure at a distorted geometry from OMol25. Energies are from ωB97M-V/def2-TZVPD.

orbital gap (spin up / spin down)	0.0886 / 0.2092	Ha
2S+1	3
charge	-2
maximum force	4.4	eV/A

```
50
Properties=species:S:1:pos:R:3:forces:R:3:lowdin_spin:R:1
W 0.2864 -0.6054 -0.4527 -0.76 3.26 -2.81 0.848
C -0.4032 3.5198 4.6117 -0.86 0.32 0.31 0.404
C 0.1339 2.3026 3.9760 -0.05 1.16 -0.81 0.064
N 0.4139 1.2353 4.6273 -0.05 0.01 0.86 0.016
N 0.9484 0.4016 3.7421 -0.41 -0.36 -1.58 0.003
C 0.9031 0.9257 2.4689 2.29 -1.27 0.22 0.016
S 1.8437 0.4299 1.1078 0.29 0.10 0.68 0.100
N 0.4516 2.1519 2.6120 -1.40 0.65 2.28 0.012
N 0.3778 3.1017 1.6214 0.71 -0.58 -1.34 0.032
H -0.2510 4.4530 4.0319 -0.16 -0.52 0.33 0.098
H 0.0677 3.6244 5.6045 -0.16 0.12 -0.36 0.073
H -1.5024 3.3387 4.7871 0.77 0.51 -0.21 0.075
H 1.0467 -0.5655 4.0248 0.12 0.23 -0.67 0.004
H 0.0667 2.6351 0.7629 -0.01 0.14 0.16 0.004
H -0.1461 3.9384 1.8232 -0.39 -0.14 0.71 0.064
C -2.1983 -3.7174 1.8811 0.59 -1.24 -2.00 0.002
C -1.4698 -2.9139 0.7804 -0.26 -1.06 -0.52 0.032
S -1.1520 -1.2378 1.2174 -1.07 -1.11 1.47 0.098
C -1.1203 -3.4888 -0.4268 -0.90 -0.16 1.80 0.028
C -1.4282 -5.0155 -0.6237 -0.72 1.33 0.05 0.002
S -0.3813 -2.4706 -1.6989 -0.67 -1.88 -0.01 0.034
H -2.4159 -3.1410 2.7751 -0.05 -0.02 -0.11 0.002
H -1.5239 -4.5855 2.0876 -0.56 0.49 0.43 0.000
H -3.1058 -4.1851 1.3984 0.50 0.55 0.86 0.001
H -2.5145 -5.2206 -0.4241 0.71 0.21 -0.38 0.001
H -0.9132 -5.6338 0.1152 0.32 0.05 -0.09 0.000
H -1.1840 -5.3501 -1.6364 0.02 0.07 0.19 0.001
C -0.6479 0.7263 -1.2226 1.65 -2.29 1.74 -0.067
C -1.2087 1.7851 -1.8912 -1.84 1.72 -0.08 -0.012
C -0.3677 2.9166 -2.1337 -0.72 -1.31 -0.28 -0.014
C -0.8953 3.9512 -2.8636 -0.02 1.37 -0.44 0.006
C -2.2588 3.9876 -3.2227 -0.05 -0.39 -0.18 -0.019
C -3.1266 2.9414 -2.8532 0.79 -0.35 0.00 0.002
C -2.6395 1.8206 -2.1847 2.55 1.27 -0.18 -0.016
H 0.6737 2.7990 -1.7999 -0.48 0.39 -0.34 0.000
H -0.2263 4.7864 -3.1640 -0.59 -0.50 0.20 0.001
H -2.6730 4.7686 -3.8693 0.36 -0.06 0.38 -0.001
H -4.1558 2.9882 -3.1699 -0.30 0.06 0.07 0.001
H -3.1777 0.9722 -1.8248 -0.63 -0.29 -0.11 -0.001
C 2.8298 -2.2551 -2.9318 -0.26 -0.86 1.39 0.002
C 2.7614 -1.5830 -1.5173 -1.39 -1.56 -0.68 0.006
C 4.1405 -1.2305 -1.1037 0.87 0.98 1.77 0.003
O 1.9162 -0.4810 -1.6505 1.07 -0.25 0.09 0.093
H 3.4906 -3.1636 -2.9367 -0.47 0.72 -0.10 0.001
H 3.1444 -1.5190 -3.6621 0.27 0.20 -0.03 0.000
H 1.8041 -2.5287 -3.1396 -0.10 -0.35 -0.40 0.001
H 2.2867 -2.3243 -0.7292 0.96 0.75 -1.37 0.002
H 4.1091 -0.2316 -0.6585 0.08 -0.02 0.07 0.001
H 4.8130 -1.1704 -1.9312 0.55 -0.02 -0.69 0.000
H 4.5783 -1.8832 -0.3340 -0.15 -0.07 -0.28 0.000
```
Positions in Å, forces in eV/Å.



no.,electronic energy (Eh)
1,-1395.6438
2,-1072.7063
3,-1397.2552
4,-3608.4240
5,-2217.9613